# C4H10OS

2 unconnected molecules or ions with the total composition C4H10OS in a non-equilibrium geometry (ωB97M-V with the def2-TZVPD basis set, the OMol25 dataset).

```
16
Properties=species:S:1:pos:R:3:forces:R:3
C -1.3172 -1.1434 2.2825 -2.06 -0.82 0.86
C -0.3289 0.8275 -1.8932 1.71 0.40 -2.47
C 1.2544 -0.9671 -1.0817 -1.43 3.15 -2.25
C 0.9765 0.5184 -1.2507 -0.62 -1.06 1.85
O 1.6051 -1.4528 0.0218 1.41 -2.49 3.73
S 0.9396 1.4077 0.4693 0.43 -3.30 0.41
H -2.3704 -1.3667 2.4970 0.23 -0.23 1.10
H -1.3320 -1.5783 1.3479 1.07 -1.26 -2.21
H -1.3768 -0.1256 2.0877 0.78 2.11 0.17
H -0.4539 0.0703 -2.6574 -0.17 0.25 -0.73
H -1.2163 0.8581 -1.3791 -1.69 -0.31 2.08
H -0.1955 1.8308 -2.2897 -0.36 0.07 -0.68
H -0.5943 -1.5455 2.9756 0.00 0.19 0.07
H 1.7883 0.9384 -1.7900 0.67 0.75 -0.48
H 1.7425 -0.8024 0.7364 0.06 -0.17 -0.24
H 0.8789 2.5307 -0.0764 -0.03 2.71 -1.21
```
Positions in Å, forces in eV/Å.

Output
Molecular weight, g/mol: 106.19
LUMO level (alpha / beta), eV: 0.64 / -0.82
Total charge: 0
HOMO-LUMO gap (alpha / beta), eV: 7.21 / 8.74
Relative energy (zero: lowest compared OMol25 entry of this formula, charge and spin), kcal per mole: 23.41
Strongest force on any atom, eV Å⁻¹: 4.70
E_HOMO (alpha / beta), eV: -6.6 / -9.6
2S+1: 3

These are the natural (NBO) partial charges, in e, on atoms 1 to 6: number 1, C, carries -0.867; number 2, C, carries -0.625; number 3, C, carries 0.336; number 4, C, carries -0.374; number 5, O, carries -0.696; number 6, S, carries -0.115